C33H29BrCdF3N5S | ωB97M-V with the def2-TZVPD basis set

- Spin multiplicity: 1
- Total energy: -4988.3010 a.u.
- LUMO: -1.030 eV
- Relative energy (zero: lowest compared OMol25 entry of this formula, charge and spin): 0.0 kcal per mole
- HOMO energy: -7.32 eV
- Orbital gap: 6.29 eV

CARTESIAN COORDINATES (ANGSTROEM)
Cd -0.0605 0.1834 -0.1289
F 1.6785 -3.6754 -4.0158
C 0.7289 -2.7855 -4.3554
F -0.3551 -3.0684 -3.6308
F 0.4003 -3.0501 -5.6383
C 1.2163 -1.3603 -4.2036
C 1.5659 -0.6743 -5.3517
C 1.9638 0.6511 -5.2757
C 1.9711 1.2338 -4.0231
N 1.6806 0.5784 -2.9022
C 1.3338 -0.7103 -2.9622
S 1.0990 -1.5830 -1.4540
H 1.5023 -1.1733 -6.3073
H 2.2397 1.2120 -6.1571
H 2.2322 2.2801 -3.9001
C 4.1127 1.1549 -1.4333
C 3.0036 1.5582 -0.4612
C 2.5765 3.0102 -0.5458
C 3.5495 3.9970 -0.4100
C 3.2318 5.3452 -0.4168
C 1.9008 5.7111 -0.5197
C 0.8923 4.7592 -0.6471
C -0.5356 5.2799 -0.6035
C -0.9597 6.0712 -1.8412
C 1.2460 3.3966 -0.7003
N 0.2475 2.3956 -0.8213
C -0.6134 2.5435 -1.7794
C -1.7443 1.7066 -1.9766
C -2.7924 1.8558 -2.8902
C -3.6908 0.8246 -2.6183
C -3.1391 0.0946 -1.5535
N -1.9748 0.6202 -1.1594
H 4.4565 0.1437 -1.2124
H 4.9751 1.8194 -1.3727
H 3.7397 1.1643 -2.4573
H 3.3352 1.3640 0.5662
H 2.1573 0.8920 -0.6554
H 4.5827 3.6951 -0.2924
H 4.0074 6.0945 -0.3223
H 1.6220 6.7583 -0.4640
H -0.6042 5.9442 0.2621
H -1.2432 4.4720 -0.4206
H -0.2980 6.9235 -2.0054
H -1.9761 6.4511 -1.7280
H -0.9288 5.4618 -2.7466
H -0.4706 3.3489 -2.5025
H -2.8742 2.6230 -3.6459
H -4.6277 0.6225 -3.1128
H -3.5339 -0.7964 -1.0841
Br -4.8399 -5.6494 -0.2335
C -3.6942 -4.2701 0.3599
C -2.4259 -4.1588 -0.1855
C -1.5909 -3.1384 0.2403
C -2.0173 -2.2537 1.2181
C -3.2961 -2.3623 1.7467
C -4.1424 -3.3755 1.3178
N -1.1499 -1.1842 1.6049
C -1.0791 -0.8335 2.8121
C -0.3336 0.3931 3.1915
C -0.3161 0.8038 4.5091
C 0.3108 2.0022 4.8240
C 0.8836 2.7357 3.8054
C 0.8222 2.2426 2.5057
N 0.2329 1.0915 2.2029
H -2.0932 -4.8492 -0.9483
H -0.6121 -3.0267 -0.2036
H -3.6514 -1.6287 2.4605
H -5.1447 -3.4572 1.7143
H -1.5833 -1.3876 3.6070
H -0.7930 0.1995 5.2701
H 0.3397 2.3548 5.8467
H 1.3748 3.6796 3.9964
H 1.2583 2.7959 1.6827

Now the Löwdin charges, all in e: 1.24 0.13 -0.61 0.12 0.12 -0.13 -0.01 -0.05 -0.15 0.01 -0.67 0.54 0.12 0.10 0.12 -0.09 -0.23 -0.19 -0.05 -0.08 -0.05 -0.17 -0.21 -0.09 -0.22 -0.01 -0.13 -0.36 -0.06 -0.10 -0.19 -0.07 0.08 0.06 0.04 0.11 -0.02 0.11 0.10 0.11 0.11 0.10 0.07 0.07 0.06 0.13 0.10 0.08 0.09 0.75 -0.70 -0.10 -0.03 -0.28 -0.03 -0.12 0.04 -0.08 -0.26 -0.01 -0.05 -0.03 -0.09 0.06 0.11 0.03 0.11 0.10 0.13 0.12 0.11 0.11 0.10